<1>
{
  "formula": "C8H11N",
  "method": "the ωB97M-V functional and the def2-TZVPD basis",
  "elements": ["C", "C", "N", "C", "C", "C", "C", "C", "C", "H", "H", "H", "H", "H", "H", "H", "H", "H", "H", "H"],
  "positions_angstrom": [[-1.4996, -1.9451, 0.6010], [-1.5845, -0.7439, -0.0151], [-2.7505, -0.1187, -0.3659], [-2.5833, 1.2071, -0.3679], [-1.2888, 1.6260, -0.2333], [-0.5730, 0.3792, -0.0650], [0.9223, 0.2499, 0.1268], [1.5988, -1.0699, 0.1637], [1.8658, 1.5005, 0.0658], [-2.3622, -2.6136, 0.9174], [-0.6193, -2.3891, 0.9674], [-3.6265, -0.5897, -0.1621], [-3.4990, 1.8287, -0.5687], [-0.9401, 2.6476, -0.1324], [2.2063, -1.1225, -0.7618], [2.1429, -1.2202, 1.1330], [0.9343, -1.8482, 0.0069], [2.1021, 1.8219, 1.0949], [2.8663, 1.1929, -0.3559], [1.2490, 2.1645, -0.4706]],
  "nbo_charge": [-0.4979, 0.1529, -0.5762, 0.0277, -0.3497, -0.0986, 0.1000, -0.6663, -0.6562, 0.1985, 0.2030, 0.4044, 0.2082, 0.2346, 0.2192, 0.2191, 0.2190, 0.2189, 0.2168, 0.2227],
  "gap_ev": 7.2,
  "smiles": "C=c1[nH]ccc1=C(C)C",
  "e_homo_ha": -0.2422
}

***

<2>
{
  "formula": "C8H11N",
  "method": "the ωB97M-V functional and the def2-TZVPD basis",
  "elements": ["C", "C", "C", "C", "C", "C", "C", "N", "C", "H", "H", "H", "H", "H", "H", "H", "H", "H", "H", "H"],
  "positions_angstrom": [[1.2915, -2.4246, 0.6319], [0.5769, -1.1653, 0.6206], [-0.5747, -0.7440, 0.0544], [-1.6761, -1.4405, -0.7428], [-0.6250, 0.7406, 0.5213], [-0.4948, 1.9144, -0.5152], [0.8517, 2.5404, -0.0474], [1.6887, 1.4450, 0.3801], [0.8924, 0.5586, 0.7639], [2.3225, -2.2278, 0.3386], [0.7487, -3.2085, -0.0192], [1.3038, -2.9142, 1.6638], [-2.5020, -0.7287, -0.5398], [-1.7877, -2.4146, -0.2124], [-1.3996, -1.6705, -1.7611], [-1.1950, 1.0306, 1.3436], [-1.3728, 2.6681, -0.6278], [-0.2393, 1.7781, -1.5860], [1.4167, 3.0490, -0.9897], [0.7740, 3.2140, 0.7232]],
  "nbo_charge": [-0.6730, 0.0031, 0.0425, -0.6666, -0.3441, -0.4502, -0.2206, -0.4621, 0.3512, 0.2419, 0.2250, 0.2312, 0.2318, 0.2253, 0.2338, 0.2218, 0.2145, 0.2211, 0.1872, 0.1863],
  "gap_ev": 9.7,
  "smiles": "CC1=C(C)[C@@H]2CCN=C12",
  "e_homo_ha": -0.3244
}

***

Which is most stable? The ranking, best first, is <1>, <2>.

***

<1>
{
  "formula": "C8H11N",
  "method": "the ωB97M-V functional and the def2-TZVPD basis",
  "elements": ["C", "C", "C", "C", "C", "N", "H", "H", "H", "H", "H", "C", "C", "C", "H", "H", "H", "H", "H", "H"],
  "positions_angstrom": [[-0.4022, -0.9594, -2.4799], [-1.3725, -0.7226, -1.3566], [-1.3291, -1.3528, -0.2096], [-1.1133, -1.6342, 1.0419], [-0.5319, -0.6457, 1.9419], [-0.3054, -0.1752, 2.9721], [-0.2367, -0.0274, -3.0230], [0.5583, -1.3032, -2.0891], [-0.8095, -1.6879, -3.1857], [-2.2994, -0.2304, -1.6379], [-1.2679, -2.6146, 1.4745], [1.8755, 0.2115, 0.4783], [0.7636, 0.9283, 0.3758], [0.4936, 2.1920, 1.1269], [2.5701, 0.3776, 1.2842], [2.0709, -0.6482, -0.1411], [0.0974, 0.7549, -0.5198], [0.8290, 3.0558, 0.5526], [-0.5769, 2.3018, 1.3000], [0.9861, 2.1797, 2.0946]],
  "nbo_charge": [-0.6342, -0.2453, 0.1552, -0.4079, 0.2740, -0.3246, 0.2232, 0.2233, 0.2314, 0.2325, 0.2581, -0.4007, -0.1703, -0.6556, 0.1948, 0.1901, 0.1957, 0.2192, 0.2159, 0.2251],
  "gap_ev": 9.9,
  "smiles": "CC=C=CC#N.C=CC",
  "e_homo_ha": -0.3419
}

***

<2>
{
  "formula": "C8H11N",
  "method": "the ωB97M-V functional and the def2-TZVPD basis",
  "elements": ["C", "C", "C", "C", "C", "C", "C", "C", "H", "H", "H", "H", "H", "H", "H", "H", "H", "H", "H", "N"],
  "positions_angstrom": [[-1.4295, 1.7961, 0.6977], [-0.5590, 0.7189, 0.2365], [0.8045, 0.6965, 0.4657], [1.2579, -0.6034, 0.1550], [2.3574, -1.6723, -0.2478], [1.4013, -0.7266, -1.4597], [0.0024, -1.0659, -1.4870], [-0.8627, -0.2542, -0.6943], [-1.8868, 0.8285, 2.5337], [-2.9297, 0.5837, 1.2219], [-0.7012, 2.6531, 1.0315], [-2.5657, 2.0555, -0.0969], [1.6122, 1.5451, 0.7426], [0.3009, -1.3075, 0.4440], [2.1922, -2.8430, -0.0333], [3.6140, -1.3462, -0.2474], [2.0404, 0.1628, -2.0505], [-0.3440, -1.8813, -2.2652], [-1.9554, -0.6104, -0.7518], [-2.3492, 1.2707, 1.8053]],
  "nbo_charge": [-0.1919, -0.2096, -0.1172, -0.3069, -0.3896, -0.2924, -0.2046, -0.2146, 0.3483, 0.3485, 0.2179, 0.1849, 0.2313, 0.2544, 0.2483, 0.2277, 0.2704, 0.2187, 0.2075, -0.8311],
  "gap_ev": 7.5,
  "e_homo_ha": -0.2739
}

***

Which is most stable? The ranking, best first, is <1>, <2>.

***

<1>
{
  "formula": "C6H9NO2",
  "method": "the ωB97M-V functional and the def2-TZVPD basis",
  "elements": ["C", "C", "O", "C", "C", "O", "H", "H", "H", "H", "C", "N", "C", "H", "H", "H", "H", "H"],
  "positions_angstrom": [[2.7639, 0.5715, 0.9479], [2.2363, -0.0481, -0.0724], [2.9223, -1.1253, -0.6085], [1.1361, 0.3058, -0.9313], [0.4958, 1.4639, -0.5911], [-0.2411, 2.3471, -0.3157], [2.2808, 1.4710, 1.2264], [3.6637, 0.1969, 1.4660], [3.7967, -0.9751, -0.3210], [1.0197, -0.2378, -1.7839], [-2.7787, 0.7432, 0.0509], [-2.1593, -0.1904, -0.4676], [-2.3084, -1.4965, 0.1157], [-2.5801, 1.8045, -0.4131], [-3.4377, 0.6480, 0.8786], [-2.5768, -2.1780, -0.6007], [-1.2264, -1.7728, 0.4353], [-3.0068, -1.5278, 0.9844]],
  "nbo_charge": [-0.5646, 0.3195, -0.6848, -0.5771, 0.7900, -0.4466, 0.1989, 0.2094, 0.4757, 0.2791, -0.0575, -0.4042, -0.4342, 0.1757, 0.1423, 0.2024, 0.2087, 0.1673],
  "gap_ev": 8.9,
  "smiles": "C=C(O)C=C=O.C=NC",
  "e_homo_ha": -0.3030
}

***

<2>
{
  "formula": "C6H9NO2",
  "method": "the ωB97M-V functional and the def2-TZVPD basis",
  "elements": ["O", "C", "N", "C", "C", "C", "C", "C", "H", "H", "H", "H", "H", "H", "H", "H", "O", "H"],
  "positions_angstrom": [[2.3534, 0.9210, 1.7677], [1.3215, 0.5660, 1.2486], [-0.0194, 1.9614, 0.4970], [-0.8191, 1.4451, 1.6079], [-2.2168, 0.9193, 1.2340], [-2.0037, -0.5540, 1.0101], [-0.7771, -0.9565, 1.3606], [0.0264, 0.1755, 1.9495], [-0.4627, 2.7141, -0.0180], [-0.8262, 2.1751, 2.4251], [-2.9314, 1.0750, 2.0584], [-2.6232, 1.4407, 0.3546], [-2.7568, -1.2002, 0.5558], [-0.3591, -1.9438, 1.1570], [0.2070, 0.0607, 3.0273], [0.4565, 1.2556, -0.4951], [1.5723, 0.1685, -0.3790], [0.9705, -0.5645, -0.5607]],
  "nbo_charge": [-0.5225, 0.8541, -0.9247, -0.0180, -0.4637, -0.1452, -0.2237, -0.3881, 0.3745, 0.2075, 0.2182, 0.2236, 0.2163, 0.2224, 0.2540, 0.4604, -0.8117, 0.4666],
  "gap_ev": 9.9,
  "e_homo_ha": -0.3370
}

***

Which is most stable? The ranking, best first, is <2>, <1>.

***

<1>
{
  "formula": "C6H9NO2",
  "method": "the ωB97M-V functional and the def2-TZVPD basis",
  "elements": ["C", "C", "C", "C", "C", "N", "C", "O", "O", "H", "H", "H", "H", "H", "H", "H", "H", "H"],
  "positions_angstrom": [[-0.1020, -0.7639, -1.2318], [0.1587, 0.0883, 0.0125], [-0.0102, -0.7508, 1.2862], [-0.8345, 1.2788, 0.0456], [-2.1947, 0.8113, -0.0508], [-3.0887, 0.1176, -0.2877], [1.5751, 0.6794, -0.0461], [1.8040, 1.8541, -0.0759], [2.5770, -0.2113, -0.0057], [0.1080, -0.1970, -2.1368], [-1.2267, -1.0288, -1.2574], [0.5141, -1.6612, -1.2512], [0.1937, -0.1539, 2.1738], [-1.0338, -1.1162, 1.3485], [0.6467, -1.6202, 1.2945], [-0.7013, 1.8536, 0.9652], [-0.6464, 1.9443, -0.8014], [2.2610, -1.1242, 0.0185]],
  "nbo_charge": [-0.6229, -0.1444, -0.6097, -0.5173, 0.2965, -0.3328, 0.7967, -0.5621, -0.6642, 0.2224, 0.2501, 0.2072, 0.2219, 0.2358, 0.2039, 0.2615, 0.2716, 0.4857],
  "gap_ev": 11.1,
  "smiles": "CC(C)(CC#N)C(=O)O",
  "e_homo_ha": -0.3949
}

***

<2>
{
  "formula": "C6H9NO2",
  "method": "the ωB97M-V functional and the def2-TZVPD basis",
  "elements": ["C", "C", "C", "C", "C", "C", "H", "H", "H", "H", "H", "H", "H", "H", "H", "N", "O", "O"],
  "positions_angstrom": [[2.0333, 0.0933, -0.3667], [0.0794, -0.8818, -0.1544], [-1.2973, -1.4027, -0.0767], [-1.9784, -0.0727, -0.0093], [1.0149, 0.8367, 0.2696], [0.2482, -0.1453, 1.0756], [3.0369, 0.1457, -0.0034], [2.2033, 0.3438, -1.3383], [-0.1659, -0.3250, -1.0718], [-2.0032, -1.7032, -1.2213], [-1.6653, -2.0762, 0.8519], [-3.0746, -0.3566, -0.2629], [1.3958, 1.6213, 0.9977], [0.9230, -0.6138, 1.6625], [-0.8151, 0.2864, 1.3590], [-1.5782, 1.1132, -0.1982], [1.4917, -1.1353, -0.2362], [-0.1653, 1.6752, -0.2654]],
  "nbo_charge": [-0.1236, 0.0250, -0.4151, -0.0169, 0.0556, -0.4472, 0.2091, 0.1853, 0.1859, 0.2240, 0.2442, 0.2283, 0.2023, 0.2321, 0.2344, -0.1260, -0.5013, -0.3962],
  "gap_ev": 10.6,
  "e_homo_ha": -0.3617
}

***

Which is most stable? The ranking, best first, is <1>, <2>.

***

<1>
{
  "formula": "H16O8",
  "method": "the ωB97M-V functional and the def2-TZVPD basis",
  "elements": ["O", "H", "H", "O", "H", "H", "O", "H", "H", "O", "H", "H", "O", "H", "H", "O", "H", "H", "O", "H", "H", "O", "H", "H"],
  "positions_angstrom": [[-0.4808, -0.1818, -3.6062], [-0.6548, -0.5555, -2.7423], [-0.6972, 0.7461, -3.5143], [1.8772, 1.2678, -1.3185], [1.2426, 1.7619, -1.8374], [2.5246, 0.9655, -1.9554], [1.6264, -2.7292, -0.7117], [1.3502, -1.9138, -1.1302], [1.1269, -3.4109, -1.1612], [-0.5095, -0.4470, -0.4232], [-1.0768, -0.4132, 0.3471], [0.1804, 0.1910, -0.2413], [-1.4462, 1.3685, 2.3633], [-0.8199, 2.0905, 2.3121], [-0.9869, 0.6867, 2.8536], [-0.0196, -1.1579, 2.2417], [0.9295, -1.0344, 2.2229], [-0.2011, -1.7360, 1.5007], [-3.5394, 0.5480, 0.1066], [-4.4680, 0.4802, 0.3288], [-3.1481, 1.0088, 0.8488], [2.2411, 1.0278, 1.4649], [2.7418, 0.2141, 1.5230], [2.2077, 1.2227, 0.5283]],
  "nbo_charge": [-0.9521, 0.4899, 0.4615, -0.9672, 0.4892, 0.4922, -0.9503, 0.4783, 0.4714, -0.9814, 0.4969, 0.4821, -0.9730, 0.4747, 0.4983, -0.9637, 0.4786, 0.4867, -0.9549, 0.4661, 0.4874, -0.9639, 0.4621, 0.4910],
  "gap_ev": 11.2,
  "smiles": "O.O.O.O.O.O.O.O",
  "e_homo_ha": -0.4082
}

***

<2>
{
  "formula": "H16O8",
  "method": "the ωB97M-V functional and the def2-TZVPD basis",
  "elements": ["O", "H", "H", "O", "H", "H", "O", "H", "H", "O", "H", "H", "O", "H", "H", "O", "H", "H", "O", "H", "H", "O", "H", "H"],
  "positions_angstrom": [[2.1327, 2.2057, 0.6556], [1.8560, 3.0122, 0.2107], [2.6161, 1.6971, -0.0047], [0.0253, 1.2034, -2.1595], [-0.6909, 1.6582, -2.6362], [0.8179, 1.7098, -2.3536], [1.7993, 0.0161, 2.4258], [1.9826, 0.8692, 2.0008], [2.4991, -0.5750, 2.1273], [-2.5447, 2.2994, -2.6587], [-3.1446, 2.0411, -3.3668], [-2.6179, 1.5973, -2.0014], [-1.3311, -0.7345, 3.2603], [-0.4013, -0.9810, 3.1985], [-1.8040, -1.4275, 2.7878], [1.7368, -2.9337, -0.1792], [1.0847, -2.2640, 0.0842], [1.9646, -2.6916, -1.0807], [0.0843, -0.6179, 0.0621], [0.4445, -0.0469, 0.7552], [-0.1813, -0.0367, -0.6700], [-2.2485, -2.3702, -0.1448], [-2.7495, -1.5580, -0.2531], [-1.3301, -2.0724, -0.0595]],
  "nbo_charge": [-0.9565, 0.4891, 0.4782, -0.9807, 0.5022, 0.4747, -0.9720, 0.4941, 0.4768, -0.9467, 0.4834, 0.4783, -0.9514, 0.4795, 0.4718, -0.9637, 0.4901, 0.4614, -1.0140, 0.5064, 0.5061, -0.9546, 0.4571, 0.4904],
  "gap_ev": 10.6,
  "smiles": "O.O.O.O.O.O.O.O",
  "e_homo_ha": -0.3980
}

***

Which is most stable? The ranking, best first, is <2>, <1>.

***

<1>
{
  "formula": "H16O8",
  "method": "the ωB97M-V functional and the def2-TZVPD basis",
  "elements": ["O", "H", "H", "O", "H", "H", "O", "H", "H", "O", "H", "H", "O", "H", "H", "O", "H", "H", "O", "H", "H", "O", "H", "H"],
  "positions_angstrom": [[-2.8327, 2.0432, -0.7417], [-2.5359, 1.8732, -1.6021], [-2.2225, 1.4485, -0.2597], [-0.3206, -1.9707, 0.7334], [-0.3737, -2.2401, -0.2075], [0.1510, -2.6599, 1.2154], [-2.6269, -2.5289, 2.7730], [-1.8881, -2.1141, 2.3081], [-2.4449, -2.7063, 3.7038], [-0.2634, 2.9798, -2.3236], [0.2734, 3.7621, -2.4668], [-0.7576, 3.1749, -1.5024], [-0.7749, 0.7703, 0.4876], [0.1383, 0.9700, 0.2400], [-0.8382, -0.1718, 0.4999], [2.2293, -1.3048, 1.4014], [1.4335, -1.6458, 0.9553], [2.2923, -0.3809, 1.0305], [1.3445, -0.6637, -1.8066], [1.5648, -1.4867, -1.4185], [1.8458, -0.6776, -2.6464], [2.0327, 1.0893, 0.2078], [1.8564, 0.7137, -0.6561], [2.7175, 1.7264, 0.0753]],
  "nbo_charge": [-0.9683, 0.4532, 0.4922, -0.9614, 0.4949, 0.4993, -0.9616, 0.4840, 0.4759, -0.9584, 0.4663, 0.4884, -0.9698, 0.4935, 0.4821, -0.9899, 0.4424, 0.4918, -0.9455, 0.4739, 0.4895, -0.9669, 0.5046, 0.4899],
  "gap_ev": 10.3,
  "smiles": "O.O.O.O.O.O.O.O",
  "e_homo_ha": -0.3878
}

***

<2>
{
  "formula": "H16O8",
  "method": "the ωB97M-V functional and the def2-TZVPD basis",
  "elements": ["O", "H", "H", "O", "H", "H", "O", "H", "H", "O", "H", "H", "O", "H", "H", "O", "H", "H", "O", "H", "H", "O", "H", "H"],
  "positions_angstrom": [[0.1622, 2.6221, 0.8466], [-0.0152, 3.5141, 0.5266], [-0.5432, 2.4415, 1.4795], [-0.9347, -0.2525, 0.0293], [-1.6109, -0.3893, -0.6488], [-0.4220, 0.5091, -0.2878], [0.8465, -0.6112, 2.1361], [0.3897, -0.5115, 1.2765], [0.2640, -0.1814, 2.7713], [-1.0196, -3.0822, 2.5224], [-1.9687, -3.2321, 2.4598], [-0.8991, -2.1478, 2.3128], [-2.6494, -0.1382, -2.5777], [-1.7690, -0.5565, -2.6265], [-3.2503, -0.7826, -2.9641], [-0.1471, -1.3471, -2.4809], [0.2780, -2.0854, -2.9286], [0.5790, -0.8544, -2.0621], [2.8042, 1.6201, 1.2183], [2.7108, 0.9648, 1.9217], [1.8871, 1.7943, 0.9348], [1.5232, 0.5969, -1.2707], [1.6421, 1.2121, -2.0044], [2.1425, 0.8970, -0.5839]],
  "nbo_charge": [-0.9609, 0.4870, 0.4876, -0.9980, 0.5062, 0.4946, -0.9704, 0.4987, 0.4617, -0.9405, 0.4605, 0.4766, -0.9815, 0.4973, 0.4700, -0.9849, 0.4825, 0.5105, -0.9748, 0.4921, 0.4837, -0.9885, 0.4822, 0.5086],
  "gap_ev": 11.1,
  "smiles": "O.O.O.O.O.O.O.O",
  "e_homo_ha": -0.4030
}

***

Which is most stable? The ranking, best first, is <2>, <1>.